Formula: C26H27MoN4O2S4
Source: the Open Molecules 2025 dataset
Level of theory: ωB97M-V/def2-TZVPD

Positions of all 64 atoms, in Å:
Mo (0.38397, 0.71977, 0.11324)
C (-1.34462, -1.21585, -1.90706)
N (-1.45391, 0.12163, -1.25913)
C (-2.51349, 0.09190, -0.20809)
C (-2.63054, 1.45835, 0.42187)
N (-1.36208, 1.86139, 1.09632)
C (-1.25733, 3.35444, 1.04809)
C (-1.27578, 1.47505, 2.52036)
C (-2.38454, 1.35031, 3.34443)
C (-2.22358, 1.06749, 4.69365)
C (-0.95219, 0.92961, 5.22703)
C (0.15855, 1.06864, 4.40923)
C (0.00498, 1.34269, 3.05609)
S (1.46091, 1.48140, 2.04040)
C (-1.78135, 1.11939, -2.28692)
C (-2.95786, 1.02892, -3.02211)
C (-3.26691, 1.99407, -3.96534)
C (-2.39340, 3.05452, -4.18035)
C (-1.21894, 3.14149, -3.45465)
C (-0.90883, 2.17280, -2.49910)
S (0.62465, 2.28245, -1.63276)
H (-1.19688, -1.98147, -1.15443)
H (-0.50074, -1.20875, -2.59387)
H (-2.25103, -1.44309, -2.46607)
H (-2.23178, -0.66207, 0.52863)
H (-3.47488, -0.20039, -0.63496)
H (-3.47950, 1.49021, 1.09603)
H (-2.82164, 2.19189, -0.35638)
H (-2.09621, 3.78449, 1.59783)
H (-1.27569, 3.68751, 0.01537)
H (-0.32425, 3.66579, 1.50569)
H (-3.38817, 1.47690, 2.96403)
H (-3.09752, 0.96106, 5.32280)
H (-0.82212, 0.70815, 6.27882)
H (1.15702, 0.95438, 4.81241)
H (-3.64773, 0.20824, -2.86230)
H (-4.18703, 1.91774, -4.52995)
H (-2.62767, 3.81062, -4.91889)
H (-0.52424, 3.95633, -3.61925)
O (3.19385, -4.07919, -0.35417)
C (1.98403, -4.40341, 0.12511)
C (1.73508, -5.75488, 0.36171)
C (0.51764, -6.16504, 0.85779)
C (-0.49122, -5.23982, 1.13908)
C (-0.25244, -3.90435, 0.91292)
C (0.97654, -3.46102, 0.40080)
C (1.17431, -2.03387, 0.17750)
O (0.18052, -1.20007, 0.48475)
N (2.26748, -1.57352, -0.33514)
N (2.22991, -0.16970, -0.43917)
C (3.39671, 0.34980, -0.68923)
S (3.66657, 2.05706, -0.74994)
C (5.23109, 1.91337, -1.65329)
C (5.95517, 0.70760, -1.09878)
S (4.77335, -0.66424, -0.99691)
H (3.22581, -3.11116, -0.48467)
H (2.52542, -6.46132, 0.14245)
H (0.34435, -7.21959, 1.03262)
H (-1.44410, -5.56698, 1.53363)
H (-1.01248, -3.16897, 1.14377)
H (5.78249, 2.83747, -1.48722)
H (5.00891, 1.80520, -2.71309)
H (6.34486, 0.89825, -0.10084)
H (6.76852, 0.39036, -1.75039)

Cartesian forces (eV/Å) of the 6 atoms listed first:
Mo -0.192 0.507 0.368
C 0.017 0.127 0.032
N -0.100 -0.091 -0.126
C 0.110 0.024 -0.065
C 0.102 -0.022 0.013
N -0.151 -0.216 0.098

2S+1: 3
HOMO level (spin up / spin down), hartree: -0.3855 / -0.3941
Net charge: +1
Expectation value of S²: 2.02
Maximum force, eV/Å: 0.66
Energy relative to the best compared isomer or geometry (same formula, charge and spin), kcal per mole: 0.0
Molar mass, g/mol: 651.736
Orbital gap (spin up / spin down), eV: 6.6 / 7.0